No. 1
A single C17H12Cl6N2O4S molecule in a non-equilibrium geometry. Source: the Open Molecules 2025 dataset; level of theory: the ωB97M-V functional and the def2-TZVPD basis.

Properties
Gap between HOMO and LUMO (Eh): 0.363
F_max (eV/Å): 4.09
SMILES: NS(=O)(=O)c1ccc(CCN2C(=O)[C@@H]3[C@H](C2=O)[C@]2(Cl)C(Cl)=C(Cl)[C@@]3(Cl)C2(Cl)Cl)cc1
LUMO energy (eV): -0.123

ORCA input file:
```
! wB97M-V def2-TZVPD RIJCOSX def2/J DEFGRID3
* xyz 0 1
N -2.294 2.001 -5.363
S -1.088 1.025 -4.795
O 0.081 1.509 -5.516
O -1.445 -0.374 -5.083
C -1.029 1.460 -3.059
C -0.379 2.623 -2.587
C -0.307 2.906 -1.224
C -0.935 2.043 -0.312
C -0.851 2.290 1.212
C 0.521 1.958 1.813
N 0.719 0.532 1.916
C 0.301 -0.248 2.968
O -0.480 0.198 3.807
C 1.056 -1.578 3.108
C 2.081 -1.474 1.972
C 1.806 -0.107 1.364
O 2.604 0.405 0.588
C 1.778 -2.712 1.108
Cl 3.126 -3.152 -0.020
C 0.412 -2.480 0.451
Cl 0.031 -2.370 -1.259
C -0.513 -2.588 1.440
Cl -2.246 -2.538 1.193
C 0.277 -2.855 2.723
Cl -0.710 -3.421 4.127
C 1.420 -3.726 2.171
Cl 0.919 -5.322 1.474
Cl 2.775 -4.119 3.296
C -1.613 0.890 -0.804
C -1.647 0.618 -2.135
H -2.328 1.893 -6.369
H -2.023 2.960 -5.152
H 0.086 3.294 -3.296
H 0.313 3.755 -0.874
H -1.083 3.359 1.387
H -1.624 1.708 1.743
H 1.287 2.466 1.264
H 0.562 2.365 2.852
H 1.505 -1.652 4.075
H 3.124 -1.499 2.353
H -2.100 0.275 -0.068
H -2.083 -0.320 -2.489
*
```

***

No. 2
A single C17H12F2N2O molecule in a non-equilibrium geometry. Source: the Open Molecules 2025 dataset; level of theory: the ωB97M-V functional and the def2-TZVPD basis.

Properties
Gap between HOMO and LUMO (Eh): 0.344
F_max (eV/Å): 2.41
SMILES: O=Cc1cn(C(c2ccc(F)cc2)c2ccc(F)cc2)cn1
LUMO energy (eV): 0.229

ORCA input file:
```
! wB97M-V def2-TZVPD RIJCOSX def2/J DEFGRID3
* xyz 0 1
O -5.048 2.521 1.194
C -4.124 2.174 0.493
C -3.042 1.137 0.665
C -2.059 0.707 -0.230
N -1.323 -0.284 0.378
C 0.011 -0.911 -0.059
C 0.451 -0.372 -1.492
C -0.035 -1.132 -2.584
C -0.158 -0.542 -3.842
C 0.308 0.753 -3.984
F -0.014 1.444 -5.118
C 1.069 1.394 -3.008
C 1.284 0.728 -1.796
C 1.112 -0.839 1.112
C 1.475 -2.018 1.810
C 2.196 -1.935 3.007
C 2.700 -0.696 3.370
F 3.289 -0.574 4.603
C 2.587 0.430 2.564
C 1.770 0.354 1.431
C -1.942 -0.477 1.623
N -2.928 0.410 1.830
H -4.001 2.656 -0.495
H -1.886 1.110 -1.211
H -0.177 -1.979 -0.197
H -0.395 -2.153 -2.436
H -0.762 -1.011 -4.612
H 1.351 2.428 -3.127
H 2.044 1.098 -1.099
H 1.116 -2.999 1.481
H 2.221 -2.776 3.701
H 2.954 1.385 2.896
H 1.567 1.241 0.828
H -1.612 -1.272 2.302
*
```